18
Properties=species:S:1:pos:R:3:forces:R:3 method="wB97M-V/def2-TZVPD" de_lowest_ev=3.273 orbital_gap_ev=10.43 total_energy_ev=-7424.0386 max_force_ha_per_bohr=0.0304 homo_energy_ev=-9.45 lumo_ev=0.98 total_charge=0
C -0.366708 0.769873 -0.473092 0.380 -0.442 0.139
C -0.717527 -0.676059 -0.199212 -0.158 -0.420 0.089
C -2.056822 -1.021865 0.394216 -0.215 -0.045 0.029
C 0.491520 -0.904961 0.682632 -0.145 -0.470 0.093
C 1.393718 -0.062429 -0.149340 -0.716 -0.080 -0.294
O 1.907584 2.310889 -0.114895 0.231 1.514 -0.313
H -0.769835 1.180095 -1.427510 0.962 -0.263 0.279
H 1.065873 1.853585 -0.302670 0.654 0.451 0.284
H -0.768847 1.440905 0.314610 0.779 -0.352 -0.010
H -0.551181 -1.213192 -1.141330 -0.142 -0.162 0.134
H -2.207340 -0.479782 1.335138 -0.041 -0.070 -0.126
H -2.079858 -2.095035 0.609316 -0.176 0.116 0.009
H -2.877172 -0.781774 -0.286426 -0.030 -0.033 0.090
H 0.348496 -0.364604 1.632790 -0.066 -0.301 -0.124
H 0.825105 -1.919765 0.898734 -0.057 -0.172 0.001
H 1.614159 -0.397165 -1.162622 -0.352 -0.324 0.046
H 2.370153 0.153716 0.336932 -1.083 0.828 -0.344
H 2.378681 2.207563 -0.947272 0.177 0.225 0.018



19
Properties=species:S:1:pos:R:3:forces:R:3 method="wB97M-V/def2-TZVPD" de_lowest_ev=0.878 orbital_gap_ev="8.24 / 8.24" total_energy_ev=-72207.3012 max_force_ha_per_bohr=0.0781 homo_energy_ev="-13.37 / -13.37" lumo_ev="-5.13 / -5.13" total_charge=+1
C 0.584552 1.241701 1.389184 -0.415 0.661 1.291
C -0.759974 0.563114 1.314973 -0.546 -2.091 -0.283
C 1.067509 1.777438 0.104737 1.203 0.816 -1.194
C -0.577751 -0.643277 0.303485 -2.472 3.052 0.843
C -1.364264 -2.568086 -1.611520 2.529 0.053 -0.906
N 1.315899 0.661616 -0.771624 -0.200 -0.705 -2.544
Se -1.885759 -0.840321 -0.963282 0.947 0.078 1.234
H 0.439200 2.033334 2.135102 0.672 -0.163 0.000
H 1.350136 0.512712 1.681645 -0.182 0.196 0.593
H -0.919236 0.098637 2.387181 -0.093 0.675 -2.169
H -1.619825 1.263801 1.040548 1.187 -1.061 0.341
H 0.350026 2.357131 -0.484959 0.122 0.671 0.781
H 2.050342 2.285720 0.296129 -1.119 0.297 -0.257
H 0.076129 -1.389947 0.681429 0.595 -0.824 -0.364
H -2.263629 -3.126255 -1.852308 0.199 -0.008 -0.433
H -0.592909 -2.342118 -2.486846 -1.982 -0.971 1.632
H -0.816007 -3.074328 -0.777859 -0.549 0.333 -0.839
H 1.363629 0.961518 -1.804736 -0.252 -0.700 2.144
H 2.201933 0.227611 -0.581281 0.357 -0.310 0.131



56
Properties=species:S:1:pos:R:3:forces:R:3 method="wB97M-V/def2-TZVPD" de_lowest_ev=0.000 orbital_gap_ev=6.76 total_energy_ev=-68340.3971 max_force_ha_per_bohr=0.0122 homo_energy_ev=-8.21 lumo_ev=-1.45 total_charge=0
Au -1.414970 0.047817 0.820437 -0.257 0.276 -0.230
O -4.707859 -0.117970 3.079868 -0.126 -0.115 -0.007
C -3.770790 0.176518 2.386582 0.142 -0.224 -0.025
O -3.013526 -0.686013 1.736645 -0.465 -0.037 0.133
C -3.374956 1.615782 2.207057 0.103 0.063 -0.074
C -4.236047 2.657691 2.472522 0.005 0.088 0.104
C -3.821642 3.944889 2.167932 0.010 0.036 -0.011
C -2.549998 4.149975 1.649554 -0.076 0.058 0.118
C -1.726930 3.062400 1.440599 0.149 -0.205 0.127
N -2.150338 1.823014 1.715441 0.327 0.006 -0.533
H -5.205467 2.430769 2.893009 -0.008 0.001 -0.045
H -4.489368 4.783510 2.320949 0.034 -0.025 0.023
H -2.194804 5.139864 1.398047 -0.010 -0.041 0.017
H -0.723061 3.167168 1.049415 -0.075 -0.054 -0.032
C 1.754766 -1.444794 -6.122281 -0.004 -0.005 0.096
C 1.343784 -0.656646 -4.905745 0.002 -0.048 -0.069
C 0.079614 -0.822657 -4.344204 -0.015 -0.019 -0.007
C -0.302206 -0.111217 -3.220609 0.204 0.059 0.053
C 0.605844 0.773659 -2.646901 -0.069 0.031 -0.159
C 1.872079 0.956931 -3.187153 -0.066 -0.030 0.018
C 2.230832 0.238922 -4.313646 0.051 -0.054 -0.059
S 0.112660 1.729233 -1.259588 0.223 -0.377 0.217
O 1.012530 2.840022 -1.139272 0.062 0.210 0.000
O -1.302603 1.969400 -1.353723 -0.006 -0.019 0.000
N 0.288746 0.769990 0.067542 -0.071 0.327 0.125
C 1.515492 0.467964 0.707945 -0.270 0.186 -0.294
C 2.743651 0.825758 0.219629 0.154 0.045 -0.116
C 3.930530 0.444313 0.884524 0.048 0.121 -0.235
C 3.909664 -0.302289 2.019740 0.046 -0.075 0.117
C 2.662662 -0.663544 2.572426 -0.109 -0.084 0.041
C 2.522992 -1.462589 3.730790 0.035 0.036 -0.017
C 1.283905 -1.775575 4.208529 -0.032 -0.038 0.100
C 0.155480 -1.241703 3.557643 0.187 0.134 -0.133
N 0.256781 -0.504849 2.480089 0.133 -0.287 0.360
C 1.476429 -0.244531 1.941107 -0.351 -0.075 0.151
H 0.884859 -1.816813 -6.662957 0.025 0.018 0.005
H 2.356376 -2.308687 -5.827128 -0.022 0.035 -0.020
H 2.355661 -0.838546 -6.801617 -0.022 -0.019 0.022
H -0.618514 -1.519825 -4.793675 0.035 0.028 0.029
H -1.280844 -0.242482 -2.785195 -0.032 0.002 -0.007
H 2.554313 1.666707 -2.739628 -0.042 0.026 -0.095
H 3.214323 0.378871 -4.748308 -0.026 0.010 0.019
H 2.801531 1.415784 -0.680945 0.131 -0.049 0.076
H 4.881580 0.743427 0.460205 -0.061 0.008 -0.034
H 4.825595 -0.625839 2.498801 -0.033 0.020 0.009
H 3.416261 -1.823036 4.227779 -0.015 -0.027 -0.029
H 1.157039 -2.416206 5.071483 0.002 0.075 0.003
H -0.847419 -1.416691 3.938404 0.051 -0.032 -0.041
C -1.857425 -3.597268 0.774587 -0.156 0.062 0.041
S -0.742803 -2.784632 -0.322806 0.142 -0.204 -0.192
O -0.739142 -3.498426 -1.566106 -0.063 0.057 -0.038
O 0.505201 -2.611114 0.368055 0.083 0.123 0.112
O -1.422823 -1.422463 -0.588777 0.057 0.090 0.366
H -1.419156 -4.562255 1.022703 -0.021 0.036 -0.005
H -2.807295 -3.719745 0.255314 0.058 -0.019 0.078
H -1.991194 -2.981974 1.664911 0.007 -0.104 -0.054



65
Properties=species:S:1:pos:R:3:forces:R:3 method="wB97M-V/def2-TZVPD" orbital_gap_ev="7.14 / 6.98" s2=2.065 spin_multiplicity=3 total_energy_ev=-99307.5775 max_force_ha_per_bohr=0.0083 homo_energy_ev="-7.62 / -8.15" lumo_ev="-0.48 / -1.16" total_charge=0
Mo -2.002149 -0.295758 0.564697 0.252 0.146 -0.168
C 2.577732 -0.413209 -0.135629 0.017 0.004 -0.064
C 1.092616 -0.375484 -0.366297 0.003 -0.024 0.140
N 0.264368 -0.296485 0.637447 -0.161 -0.003 0.029
N 0.918007 -0.208314 1.862716 0.080 -0.052 0.012
C 0.175645 -0.193052 2.898640 -0.012 -0.041 -0.080
S -1.547666 -0.324902 2.933634 -0.042 0.200 -0.038
S 1.005844 0.021122 4.460425 -0.011 0.022 0.017
C 1.575328 1.740824 4.223819 0.006 -0.002 -0.059
C 2.657398 1.938449 3.196346 -0.025 0.043 0.008
C 2.417125 2.729086 2.077843 0.005 0.011 0.035
C 3.416874 2.950918 1.139487 0.000 -0.037 0.006
C 4.667336 2.374441 1.306564 -0.019 0.013 -0.010
C 4.911070 1.574805 2.416410 -0.004 -0.010 0.027
C 3.913085 1.360799 3.354811 0.011 -0.016 -0.017
C 0.630667 -0.420198 -1.751672 0.004 0.017 -0.050
C 1.530965 -0.773133 -2.773667 0.028 -0.016 0.019
C 1.180680 -0.737408 -4.102791 -0.027 0.004 -0.021
C -0.099386 -0.310316 -4.460014 0.041 -0.004 0.010
C -1.007040 0.032301 -3.486385 -0.084 0.001 0.010
C -0.668469 -0.050880 -2.129648 -0.112 -0.187 -0.133
O -1.615107 0.232164 -1.249128 0.067 0.275 0.320
H 2.833575 -0.013086 0.835646 0.011 0.020 0.040
H 3.097374 0.141920 -0.913062 -0.006 -0.008 0.009
H 2.914991 -1.453213 -0.171475 0.006 0.006 0.001
H 1.924946 2.030642 5.216356 0.021 -0.024 0.002
H 0.707474 2.358161 3.991445 -0.016 -0.026 -0.014
H 1.433352 3.162428 1.937720 0.005 0.000 -0.006
H 3.213677 3.569161 0.273637 -0.005 0.005 -0.003
H 5.448423 2.542497 0.576002 0.000 0.003 0.000
H 5.883587 1.118692 2.552224 -0.001 0.001 0.001
H 4.104076 0.727897 4.213836 -0.002 -0.004 -0.004
H 2.526471 -1.100078 -2.510622 -0.006 0.011 0.002
H 1.894237 -1.031989 -4.859831 -0.002 0.001 -0.001
H -0.384921 -0.258077 -5.502953 -0.003 -0.004 0.002
H -2.013374 0.345071 -3.731589 0.002 -0.007 -0.005
O -6.172819 0.389253 0.068727 -0.004 0.016 0.001
S -5.348950 -0.147447 1.140186 0.097 -0.016 0.061
N -3.872238 -0.209882 0.886240 -0.121 -0.023 -0.133
S -1.375510 2.695476 1.100163 0.043 -0.151 0.337
C -1.394140 4.072522 0.188218 -0.067 -0.033 -0.256
N -2.471518 4.794841 -0.126578 0.002 0.006 0.028
C -2.306077 5.861142 -1.102807 -0.003 0.000 -0.007
C -0.851795 6.298854 -0.971263 -0.002 0.007 -0.015
S 0.043721 4.785694 -0.506933 -0.005 -0.006 0.047
H -3.377287 4.441194 0.142203 0.000 -0.015 -0.024
H -2.990100 6.679831 -0.885431 -0.006 0.000 -0.005
H -2.511783 5.486828 -2.109286 0.001 -0.020 0.001
H -0.726270 7.043936 -0.187405 0.005 -0.012 0.012
H -0.457453 6.688565 -1.905922 -0.002 0.001 0.001
C -0.519704 -5.339270 -1.898867 0.004 0.001 -0.008
Si -1.746031 -5.230778 -0.491869 -0.007 0.001 0.005
C -3.413848 -5.881792 -1.025381 -0.003 -0.002 -0.007
C -1.119661 -6.170658 0.996217 0.002 -0.005 -0.003
C -1.923750 -3.462321 -0.033755 0.008 0.030 0.029
C -1.998130 -2.277884 0.258817 0.036 -0.082 -0.087
H -0.378879 -6.375055 -2.216903 0.004 0.006 -0.002
H 0.450681 -4.940131 -1.596999 -0.002 -0.006 0.003
H -0.864763 -4.761308 -2.758406 -0.002 -0.005 0.002
H -3.347052 -6.930179 -1.325477 -0.002 0.003 0.002
H -3.799739 -5.309109 -1.870658 0.001 -0.006 0.000
H -4.137247 -5.806062 -0.211620 0.001 -0.002 -0.002
H -0.986359 -7.229535 0.762272 0.000 0.002 0.003
H -1.821963 -6.091139 1.827860 0.003 -0.001 -0.002
H -0.160126 -5.771355 1.329711 -0.002 -0.004 0.000



13
Properties=species:S:1:pos:R:3:forces:R:3 method="wB97M-V/def2-TZVPD" de_lowest_ev=4.024 orbital_gap_ev=9.30 total_energy_ev=-8806.5045 max_force_ha_per_bohr=0.0074 homo_energy_ev=-9.21 lumo_ev=0.10 total_charge=0
C -1.053059 -0.304981 -2.405638 -0.110 0.031 -0.217
O -0.562003 -0.311584 -1.047752 -0.047 0.119 0.312
C -1.017669 0.472742 -0.132982 -0.121 -0.059 -0.354
C 1.914146 -0.081591 1.812665 0.074 -0.008 0.036
O 2.967323 0.021085 2.412809 -0.301 -0.069 -0.150
N 0.676637 -0.062313 2.361846 0.115 0.131 0.068
H -0.247184 0.043513 -3.053130 -0.096 -0.059 0.090
H -1.924857 0.353530 -2.472260 0.135 -0.089 -0.014
H -1.318014 -1.333418 -2.653538 0.033 0.146 0.004
H -1.798848 1.129193 -0.602910 0.056 -0.097 0.048
H 1.866725 -0.230937 0.714321 0.090 0.036 0.154
H 0.607212 0.200391 3.334166 0.010 -0.057 -0.083
H -0.110409 0.104369 1.732403 0.160 -0.025 0.108